No. 1
The following is a quantum chemistry calculation of 2 unconnected molecules or ions with the total composition C5H8N4O2, from the Open Molecules 2025 dataset.

Geometry as XYZ:
```
19
Properties=species:S:1:pos:R:3
C 1.769 -1.355 0.066
H 2.994 1.704 0.379
H 1.599 2.651 1.043
H 0.769 1.742 -1.160
N 0.725 -2.118 -1.635
H -2.778 -1.249 -1.107
H -3.282 -1.688 0.536
H -3.752 -0.065 -0.266
N 0.372 -0.866 -1.610
H 2.464 -1.406 0.913
C 1.046 1.083 -0.359
O -2.037 1.745 1.387
N 1.524 -2.438 -0.632
N 1.146 -0.245 -0.599
C 1.966 1.683 0.738
O -1.756 -0.243 0.146
C -1.541 0.882 0.713
H 1.823 1.027 1.648
C -3.050 -0.843 -0.201
```

As for the frontier orbital gap (alpha / beta): 7.84 / 7.57 eV. Its multiplicity is 1. The calculation puts the energy at -564.6305 a.u. The energy relative to the best compared isomer or geometry (same formula, charge and spin) comes out at 660.0 kJ/mol. The value obtained for the LUMO energy (alpha / beta) is -0.03 / -0.48 eV. For the HOMO energy (alpha / beta), the calculation gives -7.87 / -8.04 eV.

=====

No. 2
The following is a quantum chemistry calculation of a molecular structure, C5H8N4P, from the Open Molecules 2025 dataset.

Geometry as XYZ:
```
18
Properties=species:S:1:pos:R:3
H 0.531 -2.395 1.110
N -2.553 -0.493 -0.042
C -1.256 1.696 0.179
H -1.990 1.930 -0.565
N -1.230 -0.152 0.090
H 1.648 -1.857 -1.560
H -1.777 1.681 1.083
H -3.115 0.286 0.286
N -0.089 2.320 0.060
C 1.828 0.840 -0.059
C -0.201 -0.849 0.084
H 2.469 -2.755 -0.098
H 1.760 2.999 -0.012
P 3.092 -0.169 -0.316
C 1.951 -1.861 -0.465
N 0.623 -1.802 0.215
C 1.202 2.073 0.026
H -2.894 -1.491 -0.016
```

Its charge is +1. As for the frontier orbital gap (alpha / beta): 7.02 / 7.03 eV. Its multiplicity is 1. The calculation puts the energy at -755.1817 a.u. The energy relative to the best compared isomer or geometry (same formula, charge and spin) comes out at 502.8 kJ/mol. The value obtained for the LUMO energy (alpha / beta) is -4.71 / -4.71 eV. For the HOMO energy (alpha / beta), the calculation gives -11.73 / -11.73 eV.

=====

No. 3
The following is a quantum chemistry calculation of a gas-phase ion, C5H8N5 (charge +1), from the Open Molecules 2025 dataset.

Geometry as XYZ:
```
18
Properties=species:S:1:pos:R:3
H 0.429 -2.111 -1.527
N 1.295 0.608 -0.067
H -0.182 0.938 -1.863
H -1.722 -1.853 -0.242
C 1.439 -0.792 -0.380
N -0.825 -0.469 1.145
C 0.267 -1.546 -0.698
C 3.292 0.015 0.304
N 2.507 1.047 0.400
H 0.052 1.996 0.979
H 4.357 -0.122 0.483
N -0.436 1.492 -1.070
H -0.589 -0.892 2.023
C -0.834 -1.338 0.017
N 2.668 -1.074 -0.167
C 0.209 1.383 0.062
H -1.199 2.184 -1.144
H -1.773 -0.101 1.130
```

Its charge is +1. As for the frontier orbital gap: 8.64 eV. Its multiplicity is 1. The calculation puts the energy at -468.7883 a.u. The energy relative to the best compared isomer or geometry (same formula, charge and spin) comes out at 125.3 kJ/mol. The value obtained for the LUMO energy is -4.87 eV. For the HOMO energy, the calculation gives -13.51 eV.

=====

No. 4
The following is a quantum chemistry calculation of a gas-phase ion, C5H8N5O2S (charge +1), from the Open Molecules 2025 dataset.

Geometry as XYZ:
```
21
Properties=species:S:1:pos:R:3
H 2.102 -1.370 2.603
O -2.473 -0.067 2.363
H 3.443 -0.133 2.304
H -0.128 1.545 -1.954
H -1.143 -0.952 -3.216
C -0.226 1.331 0.136
N -2.088 -0.514 -0.171
C 2.314 -0.318 2.284
H 2.051 0.668 -1.750
C -1.344 -0.315 -1.161
N -0.972 1.499 1.029
N 2.134 -0.413 -0.017
S -2.431 0.538 1.077
C 1.338 -0.066 -1.188
N 1.682 -0.228 1.066
N -1.519 -1.025 -2.231
H 1.072 -1.089 -1.619
H -2.223 -1.750 -2.109
H 1.885 0.437 3.095
C -0.061 0.773 -1.138
O -3.413 1.452 0.597
```

Its charge is +1. As for the frontier orbital gap (alpha / beta): 6.77 / 6.77 eV. Its multiplicity is 1. The calculation puts the energy at -1017.3168 a.u. The energy relative to the best compared isomer or geometry (same formula, charge and spin) comes out at 19.1 kJ/mol. The value obtained for the LUMO energy (alpha / beta) is -6.13 / -6.14 eV. For the HOMO energy (alpha / beta), the calculation gives -12.90 / -12.90 eV.

=====

No. 5
The following is a quantum chemistry calculation of a gas-phase ion, C5H8NO (charge -1), from the Open Molecules 2025 dataset.

Geometry as XYZ:
```
15
Properties=species:S:1:pos:R:3
C 0.307 -0.595 -0.567
C -1.111 -1.195 -0.703
H -0.662 1.092 -1.193
H 0.049 0.842 2.783
H 0.898 -0.942 -1.385
C 0.288 0.922 -0.643
C 0.148 0.555 1.710
C 0.043 1.457 0.757
O 2.321 -0.944 0.471
N 1.027 -1.039 0.662
H 1.190 1.207 -1.094
H -1.641 -1.010 -1.623
H -1.648 -0.562 0.110
H -0.172 2.481 1.029
H -1.037 -2.268 -0.314
```

Its charge is -1. As for the frontier orbital gap (alpha / beta): 6.06 / 6.06 eV. Its multiplicity is 1. The calculation puts the energy at -325.1440 a.u. The energy relative to the best compared isomer or geometry (same formula, charge and spin) comes out at 349.0 kJ/mol. The value obtained for the LUMO energy (alpha / beta) is 4.29 / 4.29 eV. For the HOMO energy (alpha / beta), the calculation gives -1.77 / -1.77 eV.

=====

No. 6
The following is a quantum chemistry calculation of 2 unconnected molecules or ions with the total composition C5H8NO, from the Open Molecules 2025 dataset.

Geometry as XYZ:
```
15
Properties=species:S:1:pos:R:3
C 0.802 -1.204 -0.505
N 0.239 1.170 -0.315
H -3.655 -0.531 0.503
C -2.013 0.631 -0.404
H -2.144 -0.298 1.476
H -2.497 0.727 -1.333
H 0.723 -1.199 -1.559
H 0.016 -1.776 -0.070
C 2.292 0.494 0.558
H 3.088 -0.283 0.588
C -2.587 -0.134 0.491
H 2.524 1.516 0.839
H 1.726 -1.713 -0.226
C 1.080 0.185 0.034
O 0.406 2.414 -0.075
```

Its charge is -1. As for the frontier orbital gap (alpha / beta): 6.42 / 6.30 eV. Its multiplicity is 1. The calculation puts the energy at -325.1059 a.u. The energy relative to the best compared isomer or geometry (same formula, charge and spin) comes out at 449.0 kJ/mol. The value obtained for the LUMO energy (alpha / beta) is 4.28 / 4.28 eV. For the HOMO energy (alpha / beta), the calculation gives -2.14 / -2.02 eV.

=====

No. 7
The following is a quantum chemistry calculation of a gas-phase ion, C5H8NO (charge +1), from the Open Molecules 2025 dataset.

Geometry as XYZ:
```
15
Properties=species:S:1:pos:R:3
H 2.093 -2.007 -0.233
H -0.318 2.674 0.232
C -0.879 0.583 -0.220
N 1.551 -0.036 0.216
H -2.083 -1.176 0.179
H 0.693 -1.960 0.636
C -0.231 1.861 -0.386
C 0.405 0.567 0.161
H 2.242 -1.647 1.474
H -2.641 -0.355 -1.337
H -2.984 0.301 0.235
C -2.140 -0.143 -0.324
C 1.621 -1.468 0.616
H 0.145 2.181 -1.296
O 2.528 0.626 0.047
```

Its charge is +1. As for the frontier orbital gap (alpha / beta): 8.13 / 8.13 eV. Its multiplicity is 1. The calculation puts the energy at -324.8406 a.u. The energy relative to the best compared isomer or geometry (same formula, charge and spin) comes out at 520.7 kJ/mol. The value obtained for the LUMO energy (alpha / beta) is -6.93 / -6.93 eV. For the HOMO energy (alpha / beta), the calculation gives -15.06 / -15.05 eV.

=====

No. 8
The following is a quantum chemistry calculation of a molecular structure, C5H8NO, from the Open Molecules 2025 dataset.

Geometry as XYZ:
```
15
Properties=species:S:1:pos:R:3
N 0.202 -1.189 -1.061
H -0.762 2.086 -0.142
H -1.220 -1.444 1.311
C 0.204 -0.043 -0.076
H 0.503 -0.700 -1.800
O -2.000 0.284 -0.007
H -1.259 0.258 1.926
H -0.855 1.197 -1.666
H 1.050 -1.711 -0.811
H 3.243 1.105 1.447
C -1.297 -0.368 1.079
C 2.399 0.711 1.081
C -0.910 0.983 -0.533
H -0.707 -1.551 -1.208
C 1.409 0.381 0.460
```

Its charge is +1. As for the frontier orbital gap: 10.03 eV. Its multiplicity is 1. The calculation puts the energy at -324.8596 a.u. The energy relative to the best compared isomer or geometry (same formula, charge and spin) comes out at 470.8 kJ/mol. The value obtained for the LUMO energy is -3.82 eV. For the HOMO energy, the calculation gives -13.85 eV.

=====

No. 9
The following is a quantum chemistry calculation of 2 unconnected molecules or ions with the total composition C5H8NO, from the Open Molecules 2025 dataset.

Geometry as XYZ:
```
15
Properties=species:S:1:pos:R:3
N 1.269 -0.032 -0.215
C -1.834 0.140 0.502
C -1.253 -0.577 -0.583
H -1.206 -0.135 -1.570
H -1.712 1.223 0.425
C 3.347 0.631 -0.087
H -1.567 -0.247 1.486
C 2.058 -1.058 -0.058
O 3.322 -0.706 0.029
C 2.066 1.069 -0.243
H -0.971 -1.613 -0.494
H 1.774 -2.089 0.011
H 1.683 2.058 -0.368
H -2.924 -0.015 0.406
H 4.287 1.138 -0.040
```

Its charge is +1. As for the frontier orbital gap: 7.03 eV. Its multiplicity is 1. The calculation puts the energy at -324.9598 a.u. The energy relative to the best compared isomer or geometry (same formula, charge and spin) comes out at 207.9 kJ/mol. The value obtained for the LUMO energy is -6.47 eV. For the HOMO energy, the calculation gives -13.50 eV.

=====

No. 10
The following is a quantum chemistry calculation of a gas-phase ion, C5H8NO2 (charge -2), from the Open Molecules 2025 dataset.

Geometry as XYZ:
```
16
Properties=species:S:1:pos:R:3
N -1.243 -1.051 -1.312
C -1.134 -2.228 -0.362
O -1.732 -3.309 -0.646
H 0.690 2.318 -0.345
H 0.901 -0.516 -1.354
C -0.051 -0.117 -1.101
H 2.151 2.513 1.814
H -1.187 0.584 0.603
C 0.782 1.656 0.558
C -0.145 0.488 0.403
H 1.555 1.113 2.528
O -0.492 -1.902 0.689
H -1.443 -1.471 -2.216
H -0.406 0.519 -1.935
C 1.505 1.745 1.639
H 0.249 -0.344 1.037
```

Its charge is -2. As for the frontier orbital gap (alpha / beta): 2.47 / 7.81 eV. Its multiplicity is 2. The calculation puts the energy at -400.3963 a.u. Its expectation value of S² is 0.751. The energy relative to the best compared isomer or geometry (same formula, charge and spin) comes out at 116.1 kJ/mol. The value obtained for the LUMO energy (alpha / beta) is 6.50 / 6.45 eV. For the HOMO energy (alpha / beta), the calculation gives 4.03 / -1.36 eV.

=====

No. 11
The following is a quantum chemistry calculation of a gas-phase ion, C5H8NO2 (charge +1), from the Open Molecules 2025 dataset.

Geometry as XYZ:
```
16
Properties=species:S:1:pos:R:3
H -0.375 -3.647 0.523
C -0.453 3.052 0.323
O 0.617 0.822 -0.904
H 0.955 -1.600 1.355
H 1.912 -0.181 -2.133
H 0.610 3.224 0.497
C 0.464 -1.741 0.395
N 1.120 -1.372 -0.658
C -0.702 -2.620 0.337
H -0.691 3.274 -0.718
H -1.204 -2.582 -0.626
H -1.051 3.666 0.993
O -0.782 1.689 0.636
H -1.389 -2.371 1.144
C -0.297 0.676 0.111
C 1.264 -0.288 -1.275
```

Its charge is +1. As for the frontier orbital gap (alpha / beta): 9.41 / 9.41 eV. Its multiplicity is 1. The calculation puts the energy at -400.1808 a.u. The energy relative to the best compared isomer or geometry (same formula, charge and spin) comes out at 292.7 kJ/mol. The value obtained for the LUMO energy (alpha / beta) is -4.62 / -4.62 eV. For the HOMO energy (alpha / beta), the calculation gives -14.03 / -14.03 eV.

=====

No. 12
The following is a quantum chemistry calculation of 2 unconnected molecules or ions with the total composition C5H8NO2, from the Open Molecules 2025 dataset.

Geometry as XYZ:
```
16
Properties=species:S:1:pos:R:3
H 1.051 -1.290 0.199
H 2.104 0.261 0.168
H -1.303 -0.093 -1.252
C 0.297 0.308 1.626
C 1.114 -0.165 0.393
N -1.414 0.456 -0.349
C -0.140 0.714 0.268
C 0.259 1.793 1.241
H -1.858 -0.186 0.272
H 1.092 2.352 1.198
H 0.100 -0.372 2.539
O 0.979 -3.095 -3.252
C 0.390 -2.540 -2.449
O -0.216 -1.865 -1.728
H -1.879 1.432 -0.644
H -0.576 2.291 1.769
```

Its charge is +1. As for the frontier orbital gap (alpha / beta): 5.03 / 7.76 eV. Its multiplicity is 3. The calculation puts the energy at -399.9865 a.u. Its expectation value of S² is 2.005. The energy relative to the best compared isomer or geometry (same formula, charge and spin) comes out at 318.9 kJ/mol. The value obtained for the LUMO energy (alpha / beta) is -3.07 / -8.80 eV. For the HOMO energy (alpha / beta), the calculation gives -8.10 / -16.56 eV.

=====

> Among the records above, which one has the highest multiplicity?

number 12

=====

> Which value of multiplicity does entry 4 give?

1

=====

> Among the records above, which one has the lowest energy?

C5H8N5O2S